A structure of composition C4H7NO, computed with wB97M-V/def2-TZVPD.

The geometry in XYZ format:
```
13
Properties=species:S:1:pos:R:3:forces:R:3:mulliken_charge:R:1
O 1.235 -0.396 1.490 0.2623 -0.0938 0.0145 -0.563
C 0.394 -0.168 0.418 -0.1074 0.0124 0.0336 0.536
C -0.315 -1.371 -0.220 0.0344 -0.1818 0.2407 -0.681
N -0.813 0.477 -0.992 -0.1241 -0.0704 -0.1431 -0.519
C -0.844 0.711 0.514 -0.1488 0.0389 0.2877 -0.456
C 0.682 0.553 -0.907 0.2642 0.0391 -0.1516 -0.423
H 1.863 -1.084 1.230 -0.0291 0.0707 0.0994 0.345
H -0.861 -0.688 -1.243 -0.2131 0.1795 -0.0490 0.425
H -1.108 -1.689 0.491 0.0234 0.1312 -0.3047 0.231
H -0.717 1.778 0.751 -0.0020 -0.1808 -0.1944 0.284
H -1.725 0.303 1.014 0.1904 0.0944 -0.0210 0.261
H 1.178 -0.014 -1.701 0.0194 0.1104 0.1946 0.289
H 1.031 1.588 -0.845 -0.1695 -0.1497 -0.0066 0.271
```
Positions in Å, forces in eV/Å.

Output
DFT total energy ... -286.3801 Eh
Kohn-Sham gap ... 8.5 eV
Energy above the lowest of the compared OMol25 structures with the same formula, charge and spin ... 157.9 kcal/mol


A structure of composition C35H51NP2Pt at a distorted geometry, computed with wB97M-V/def2-TZVPD.

The geometry in XYZ format:
```
90
Properties=species:S:1:pos:R:3:forces:R:3:mulliken_charge:R:1
Pt 2.573 -0.168 -1.710 -0.0500 -0.8101 0.8085 1.271
C 1.945 0.040 2.141 1.2357 1.0388 -1.8652 1.254
C 2.370 1.251 1.543 0.4600 -1.5866 0.5641 0.894
C 0.191 1.531 2.194 1.1746 0.3890 0.0098 0.501
C 0.593 0.209 2.539 -0.0990 1.0564 0.3268 0.210
C 1.293 2.191 1.613 -1.3211 -0.3233 0.1918 0.714
C 2.859 -1.047 2.543 0.3112 -0.0272 0.5751 -2.193
H 3.845 -0.983 2.058 -0.3820 -0.0418 0.1764 0.346
H 2.447 -2.045 2.391 -0.0050 -0.0958 0.1339 0.578
H 3.018 -0.933 3.627 0.1780 -0.3031 -0.1557 0.465
C -0.127 -0.670 3.475 -0.2153 -0.3875 -0.1130 -0.784
H 0.339 -1.666 3.525 -0.2860 0.2810 0.0888 0.466
H -1.168 -0.726 3.123 0.1611 -0.1984 0.4700 -0.258
H -0.125 -0.234 4.495 -0.0496 -0.1618 -0.4140 0.404
C -1.015 2.179 2.733 -0.6656 0.1402 -0.0109 -0.687
H -0.944 2.302 3.836 -0.0744 0.0098 -0.5837 0.316
H -1.858 1.504 2.521 -0.0590 0.6314 0.2616 -0.283
H -1.157 3.169 2.273 -0.1930 -0.3102 0.2698 0.375
C 1.422 3.657 1.360 0.0214 0.0608 0.1885 -1.975
H 1.570 4.104 2.364 -0.1921 0.2200 -0.5243 0.432
H 0.501 4.066 0.909 0.4240 0.0147 0.3254 0.382
H 2.301 3.950 0.752 -0.5431 -0.3111 0.2607 0.286
C 3.791 1.673 1.465 0.3850 0.1162 -0.0683 -1.954
H 4.071 2.018 2.487 0.1459 -0.0471 -0.6841 0.379
H 3.931 2.499 0.750 0.1377 -0.3069 0.3434 0.367
H 4.449 0.836 1.189 -0.0540 0.3898 0.0992 0.415
C 1.826 -1.818 -3.368 2.2379 -2.5945 -1.1197 0.615
C 3.208 -2.079 -3.233 -0.9927 -1.2567 -1.5334 -1.108
C 4.300 -1.455 -4.017 0.3197 1.1219 -0.6656 -0.673
C 3.910 -0.004 -4.405 0.8405 -0.8196 -0.3530 -1.429
C 2.984 0.652 -3.464 -0.7218 0.5662 0.6966 -0.858
C 1.597 0.973 -3.913 -0.7597 1.1541 -2.0022 -0.002
C 0.913 0.026 -4.921 -0.3273 0.1646 0.2520 -1.447
C 1.194 -1.496 -4.684 -0.1687 1.6881 -1.0070 -1.241
H 4.588 -2.007 -4.955 -0.3212 0.0603 1.0326 0.406
H 3.373 0.030 -5.357 0.7119 -0.1208 -0.3157 0.336
H 5.187 -1.419 -3.351 -0.2921 -0.1389 -0.5504 0.416
H 1.880 -1.851 -5.492 -0.5788 0.0998 0.6433 0.371
H 1.178 -2.621 -2.861 0.9288 0.4808 -0.6290 0.375
H 3.482 -3.095 -2.899 -0.1675 0.8213 0.7444 0.624
H 0.216 -1.991 -4.812 0.6354 -0.2372 0.2463 0.372
H -0.169 0.228 -4.813 0.4158 -0.1823 -0.3463 0.386
H 1.842 1.902 -4.461 -1.1515 -0.0430 0.0067 0.625
H 1.175 0.266 -5.975 -0.1152 0.0677 0.7959 0.493
H 4.807 0.640 -4.389 -0.2758 -0.5648 -0.6942 0.407
H 3.466 1.544 -3.175 0.3227 1.2872 0.6168 1.194
P 0.928 -1.877 -1.211 -1.6615 0.4291 3.1183 0.374
C -0.051 -2.182 0.286 0.2796 0.4068 0.2672 -0.441
C 2.602 -2.538 -0.548 0.4636 -0.0924 0.3288 -1.207
P 0.752 1.444 -2.183 0.1808 -0.7672 0.0329 1.022
C -0.031 -0.490 -1.958 -0.2106 0.3727 -0.9894 -0.368
C 1.569 3.067 -2.306 0.4626 0.6583 0.6498 -1.445
C -0.803 2.145 -1.234 -0.1145 -0.7360 -1.3245 -0.935
H -0.803 -1.396 0.452 0.0940 -0.4124 -0.2304 -0.273
H 0.563 -2.245 1.190 -0.1186 -0.3022 -0.2599 0.272
H -0.518 -3.127 0.038 -0.4925 -0.3245 0.5220 0.662
H 3.547 -2.366 -1.110 -0.7918 -0.2103 0.6144 0.714
H 2.400 -3.628 -0.548 0.1558 0.4454 0.1661 0.411
H 2.757 -2.168 0.476 -0.3446 -0.3356 -0.4118 -0.024
H -1.649 1.934 -1.934 0.2687 0.3119 0.8058 0.414
H -0.754 3.207 -0.958 0.2003 -0.3718 -0.5912 0.704
H -0.924 1.587 -0.297 0.2005 -0.1746 -0.3186 -0.203
H -0.909 -0.181 -1.388 0.2796 -0.7010 0.2483 -1.114
H -0.322 -0.831 -2.982 0.1478 0.5760 0.8644 0.372
H 1.100 3.836 -1.697 0.0327 -0.1516 0.0689 0.559
H 1.475 3.333 -3.360 0.1432 0.3016 0.2040 0.443
H 2.598 2.983 -2.001 0.4833 0.3303 -0.1703 0.270
C -3.715 -2.360 -1.016 -0.0114 -0.2433 0.2374 -0.703
C -3.301 -1.030 -1.085 0.0414 -0.3689 -0.1131 -0.291
C -3.076 -0.301 0.067 -0.2886 -0.1074 1.2721 -0.429
C -3.358 -0.862 1.339 -0.9373 -0.9549 -0.8692 -0.387
C -3.829 -2.211 1.396 0.1456 0.4255 0.2493 0.137
C -3.977 -2.957 0.224 0.1796 0.4014 0.3315 -0.826
N -3.177 -0.137 2.494 -0.1706 0.0818 0.7000 0.029
C -4.184 0.062 3.383 0.3006 -0.1768 -0.0553 0.037
C -3.858 0.323 4.750 -0.2279 0.1972 0.0533 -0.074
C -4.869 0.524 5.684 0.1842 -0.0185 -0.2483 -0.693
C -6.222 0.514 5.279 0.4188 -0.0165 0.1987 -0.399
C -6.544 0.285 3.934 -0.1615 0.0747 0.2400 -0.773
C -5.550 0.055 3.008 -0.1460 -0.2552 -0.1565 -0.091
H -3.842 -2.946 -1.918 -0.0770 0.1135 -0.0217 0.462
H -3.156 -0.562 -2.054 -0.0328 -0.0446 0.0230 0.430
H -2.769 0.736 0.071 -0.0804 0.0517 -0.2166 0.772
H -4.060 -2.641 2.392 0.1772 0.2859 -0.8215 0.501
H -4.316 -3.994 0.301 0.1191 0.4006 -0.1642 0.407
H -2.800 0.334 5.029 -0.4146 -0.0002 -0.0280 0.296
H -4.605 0.696 6.735 -0.1831 -0.0763 -0.4913 0.392
H -7.007 0.685 6.024 0.3101 -0.0740 -0.3840 0.387
H -7.587 0.289 3.623 0.2501 0.0006 0.0586 0.381
H -5.795 -0.132 1.966 -0.0400 0.0600 0.1182 0.445
```
Positions in Å, forces in eV/Å.

Output
DFT total energy ... -2220.0198 Eh
Total charge ... +2
Kohn-Sham gap (spin up / spin down) ... 5.2 / 3.8 eV
2S+1 ... 5
<S²> ... 6.08


A structure of composition C40H43AsI2N6OS3Ti, computed with wB97M-V/def2-TZVPD.

The geometry in XYZ format:
```
97
Properties=species:S:1:pos:R:3:forces:R:3:mulliken_charge:R:1
Ti -0.490 0.449 0.596 -0.4277 -0.7092 0.3341 1.294
I 3.368 0.747 7.413 -0.0107 0.0078 -0.0159 0.029
C 2.105 0.884 5.754 0.0070 0.0032 0.0287 -0.512
C 0.918 1.593 5.844 0.0065 0.0142 0.0157 -0.389
C 0.100 1.675 4.734 -0.0324 -0.0059 -0.0746 -0.430
I -1.721 2.687 4.859 0.0284 0.0031 0.0266 0.030
C 0.417 1.063 3.501 -0.1009 0.0364 0.0606 0.519
O -0.392 1.164 2.483 0.1194 -0.0736 0.0612 0.170
C 1.627 0.329 3.452 -0.0036 -0.0083 0.0123 0.495
C 2.023 -0.458 2.226 0.0441 -0.0226 0.0094 -0.619
N 1.691 0.206 0.953 0.1279 0.1506 0.0032 0.533
C 2.356 1.508 0.830 0.0266 -0.0100 -0.0133 -0.797
C 1.626 2.445 -0.089 0.0432 0.0336 -0.0014 0.270
C 2.235 3.604 -0.548 -0.0094 -0.0212 -0.0969 -1.019
C 1.529 4.454 -1.378 -0.0164 -0.0034 0.0000 -0.370
C 0.229 4.119 -1.735 0.0417 0.0106 0.0209 -1.078
C -0.308 2.954 -1.231 -0.0411 -0.0619 -0.0052 -0.263
N 0.366 2.135 -0.410 0.2329 0.4155 -0.2963 0.911
C 2.451 0.263 4.566 0.0189 0.0007 -0.0172 -0.909
H 0.630 2.077 6.767 -0.0036 -0.0019 0.0001 0.391
H 3.102 -0.654 2.285 -0.0117 -0.0273 -0.0183 0.315
H 1.517 -1.425 2.220 -0.0350 0.0170 0.0140 0.016
H 1.980 -0.378 0.169 0.0312 -0.0118 -0.0045 -0.637
H 2.388 1.965 1.823 -0.0117 -0.0129 0.0062 0.459
H 3.392 1.404 0.488 -0.0036 -0.0103 0.0077 0.333
H 3.256 3.820 -0.265 0.0009 -0.0035 0.0062 0.498
H 1.987 5.361 -1.751 -0.0022 0.0035 -0.0016 0.429
H -0.357 4.744 -2.393 0.0000 -0.0024 -0.0076 0.431
H -1.308 2.630 -1.494 0.0001 0.0064 0.0056 0.413
H 3.378 -0.295 4.502 -0.0020 -0.0018 -0.0046 0.427
S -1.643 -0.487 -1.498 -0.0249 0.1337 -0.0173 -0.863
C -3.259 -1.141 -1.138 -0.0159 -0.1458 -0.0093 -0.013
C -4.091 -1.433 -2.228 0.0144 -0.0282 0.0103 -0.795
C -5.338 -2.008 -2.051 0.0186 0.0042 0.0063 -0.787
C -5.804 -2.297 -0.774 -0.0081 -0.0057 -0.0035 -0.824
C -5.003 -1.999 0.315 0.0009 0.0106 0.0013 -0.358
C -3.739 -1.442 0.146 0.0428 -0.0275 0.0304 0.592
As -2.640 -0.890 1.650 -0.1957 0.3231 -0.1237 1.268
C -2.983 -2.168 3.059 0.1552 -0.0925 -0.0673 0.051
C -2.693 -1.791 4.369 0.0153 0.0360 0.0014 -0.205
C -2.797 -2.715 5.398 -0.0016 0.0080 -0.0021 -0.746
C -3.178 -4.022 5.125 -0.0022 -0.0051 -0.0097 -0.639
C -3.451 -4.404 3.820 0.0067 -0.0157 0.0159 -0.834
C -3.348 -3.480 2.787 0.0100 -0.0106 0.0379 -0.527
C -3.766 0.609 2.208 -0.1000 -0.0999 0.0715 0.462
C -4.790 0.492 3.141 0.0424 -0.0177 0.0124 -0.130
C -5.570 1.591 3.470 -0.0009 0.0280 -0.0093 -0.725
C -5.345 2.816 2.857 -0.0035 -0.0303 0.0115 -0.538
C -4.337 2.936 1.912 0.0038 -0.0056 -0.0041 -0.755
C -3.551 1.839 1.597 0.0297 0.0414 -0.0730 -0.091
H -3.737 -1.196 -3.223 0.0017 -0.0005 -0.0062 0.480
H -5.954 -2.221 -2.916 -0.0037 0.0004 -0.0021 0.377
H -6.784 -2.732 -0.630 0.0016 -0.0002 -0.0011 0.437
H -5.369 -2.195 1.317 -0.0052 0.0045 -0.0027 0.401
H -2.385 -0.773 4.586 0.0002 0.0000 0.0044 0.354
H -2.573 -2.414 6.413 0.0005 0.0020 0.0003 0.443
H -3.259 -4.742 5.930 -0.0009 -0.0002 -0.0002 0.382
H -3.749 -5.423 3.602 0.0029 0.0084 -0.0001 0.466
H -3.556 -3.785 1.770 -0.0027 -0.0548 -0.0984 0.351
H -4.975 -0.457 3.629 -0.0021 -0.0058 0.0004 0.348
H -6.356 1.489 4.208 -0.0023 0.0014 -0.0001 0.417
H -5.953 3.673 3.116 0.0001 0.0011 0.0032 0.377
H -4.150 3.888 1.432 -0.0016 0.0014 0.0001 0.407
H -2.759 1.964 0.862 -0.0017 -0.0307 0.0291 0.151
C 5.364 -2.371 -2.791 -0.0118 0.0081 0.0054 -1.278
C 4.318 -2.153 -1.708 -0.0055 0.0050 0.0336 -0.442
N 2.995 -2.567 -2.137 0.0499 0.0296 -0.2045 0.084
C 2.008 -1.741 -2.523 -0.0189 -0.0478 0.1187 0.095
S 2.084 -0.057 -2.390 0.1092 0.0321 -0.0001 -0.324
N 0.898 -2.311 -3.026 -0.0481 0.0263 0.0287 0.038
C 0.652 -3.737 -3.143 0.0132 -0.0102 -0.0826 -0.619
C 1.307 -4.354 -4.374 0.0219 0.0002 0.0091 -1.233
H 6.344 -2.041 -2.446 0.0035 -0.0069 0.0010 0.414
H 5.102 -1.802 -3.683 0.0045 0.0045 0.0005 0.287
H 5.440 -3.426 -3.062 -0.0015 0.0005 -0.0085 0.343
H 4.253 -1.098 -1.452 -0.0072 -0.0081 0.0194 0.213
H 4.571 -2.709 -0.802 0.0000 -0.0028 -0.0079 0.365
H 2.845 -3.557 -2.243 -0.0236 0.0046 0.0882 0.200
H 0.115 -1.675 -3.098 0.0045 -0.0106 -0.0153 0.206
H -0.429 -3.864 -3.201 0.0420 -0.0042 -0.0303 0.391
H 0.963 -4.245 -2.224 0.0014 -0.0037 -0.0020 0.344
H 0.898 -3.916 -5.284 0.0010 0.0058 0.0025 0.353
H 1.134 -5.431 -4.399 -0.0072 -0.0005 -0.0027 0.399
H 2.385 -4.182 -4.383 -0.0008 -0.0120 -0.0061 0.242
C -0.420 -6.150 1.679 -0.0053 -0.0217 -0.0070 -0.990
N -1.038 -5.407 0.600 0.0130 0.0218 -0.0121 0.337
C -2.206 -5.745 -0.069 0.0195 -0.0421 0.0815 -0.616
C -2.484 -4.743 -0.924 -0.0700 0.1205 -0.0053 -0.657
N -1.480 -3.809 -0.774 -0.0455 0.1215 0.0808 1.262
C -0.592 -4.201 0.166 -0.0859 0.0418 -0.0344 -0.425
S 0.776 -3.360 0.653 0.1101 -0.0372 0.1009 -0.267
H -0.734 -7.190 1.616 -0.0058 0.0032 -0.0038 0.379
H -0.713 -5.733 2.643 0.0079 0.0051 0.0026 0.304
H 0.661 -6.081 1.582 -0.0009 0.0009 0.0044 0.322
H -2.725 -6.666 0.126 -0.0031 0.0025 -0.0022 0.488
H -3.305 -4.602 -1.606 0.0010 0.0162 0.0098 0.492
H -1.426 -2.871 -1.174 -0.0518 0.0154 -0.0235 -0.584
```
Positions in Å, forces in eV/Å.

Output
DFT total energy ... -6829.1600 Eh
Kohn-Sham gap (spin up / spin down) ... 6.3 / 7.7 eV
Energy above the lowest of the compared OMol25 structures with the same formula, charge and spin ... 0.0 kcal/mol
2S+1 ... 3
<S²> ... 2.01